(1)
The following is a quantum chemistry calculation of one molecule with the formula C4H6N2O, from the OMol25 dataset.

```
13
Properties=species:S:1:pos:R:3:forces:R:3
C 0.7852 -0.9701 0.5161 -2.2 -5.3 2.2
H -2.0570 0.3501 0.2731 1.1 -0.9 0.0
H 0.3842 2.1838 -0.1505 0.9 -0.8 -0.5
H -1.4788 0.2690 -1.3010 0.3 -0.8 -0.3
N 0.2352 -2.2848 0.8125 2.3 6.0 -1.8
C 2.0911 0.8300 0.4781 -1.9 -1.0 -1.0
O 2.0296 -0.5616 0.8149 -0.1 1.6 -0.8
C -1.2611 -0.1998 -0.3324 -2.4 2.4 -0.2
H 1.0733 -2.7977 1.0432 0.3 -0.4 0.3
N 0.0663 0.0925 0.0613 0.6 -1.8 0.3
C 0.8733 1.1925 -0.0629 1.2 0.8 2.0
H 3.0623 1.2553 0.5568 0.2 0.4 0.1
H -1.3717 -1.2682 -0.2576 -0.3 -0.2 -0.3
```
Forces are in eV/Å.

Summary:
Energy relative to the best compared isomer or geometry (same formula, charge and spin) = 249.15 kJ/mol
SMILES = [H]/N=c1\occn1C
HOMO level = -0.2891 hartree
Charge = 0
Spin multiplicity = 1


(2)
The following is a quantum chemistry calculation of a 2-piece molecular cluster, C4H6N2O overall, from the OMol25 dataset.

```
13
Properties=species:S:1:pos:R:3:forces:R:3
H -1.8936 -0.2520 1.2807 0.1 0.0 -0.2
O 1.4418 0.6251 2.1896 0.4 0.1 -0.4
N -1.2732 0.0103 -1.9119 0.2 -0.1 0.1
C -0.2414 -0.8874 -0.1000 -0.1 0.0 0.0
H -2.8834 0.6738 -0.8751 0.1 -0.1 0.0
H 0.5672 -0.9233 -2.2022 -0.1 0.0 0.1
C -0.2004 -0.6460 -1.4904 0.0 0.0 -0.1
H 0.4842 -1.3885 0.5239 -0.1 0.1 -0.1
H 2.0405 0.5959 0.2589 0.0 0.0 0.1
N -2.0026 0.1907 -0.8032 -0.1 0.1 0.1
C 2.2232 0.8894 1.3107 -0.2 -0.1 0.3
C -1.4283 -0.3243 0.3079 0.0 0.0 -0.1
H 3.1657 1.4363 1.5108 -0.1 0.0 0.0
```
Forces are in eV/Å.

Summary:
Energy relative to the best compared isomer or geometry (same formula, charge and spin) = 197.98 kJ/mol
SMILES = c1cn[nH]c1.C=O
HOMO level = -0.3447 hartree
Charge = 0
Spin multiplicity = 1


(3)
The following is a quantum chemistry calculation of one molecule with the formula C4H6N2O, from the OMol25 dataset.

```
13
Properties=species:S:1:pos:R:3:forces:R:3
N 0.1821 1.5400 -0.1835 -0.2 0.1 -0.1
H 0.1149 0.3223 1.4550 0.2 0.2 0.3
N -0.3014 -1.9683 0.1792 -0.2 -0.1 -0.2
C -1.5232 0.0083 -0.7641 0.4 0.1 0.2
C -1.0100 1.3312 -0.7777 0.1 0.2 -0.1
H 0.6745 2.4094 -0.0574 -0.1 0.0 0.0
H -1.1703 -2.4711 0.0428 0.1 -0.1 -0.2
H 0.4434 -2.4020 -0.3608 0.0 0.0 0.3
H 2.0553 -0.7547 0.9271 0.1 0.2 0.0
H -1.4815 2.2010 -1.2369 0.1 -0.1 0.1
C 0.5518 0.3174 0.4453 -0.5 0.0 0.2
C -0.4597 -0.6314 -0.1595 0.0 -0.2 -0.2
O 1.9240 0.0980 0.4904 0.1 -0.2 -0.3
```
Forces are in eV/Å.

Summary:
Energy relative to the best compared isomer or geometry (same formula, charge and spin) = 367.30 kJ/mol
SMILES = NC1=C=CN[C@@H]1O
HOMO level = -0.2777 hartree
Charge = 0
Spin multiplicity = 1


(4)
The following is a quantum chemistry calculation of a 2-piece molecular cluster, C4H6N2O overall, from the OMol25 dataset.

```
13
Properties=species:S:1:pos:R:3:forces:R:3
H -1.2707 1.4711 0.4390 -0.1 0.0 0.0
O -1.1261 -0.6617 0.4704 -0.1 0.0 0.0
H 0.2008 -2.1750 0.4049 0.0 0.1 -0.1
H 2.2219 -0.9191 0.5211 -0.1 0.1 0.0
C 1.3001 -0.3285 0.5610 0.0 0.0 0.0
N -2.4153 0.4800 -1.2507 0.3 -0.3 0.4
C 0.1399 -1.1600 0.0090 0.2 -0.1 -0.1
H 0.1467 -1.1970 -1.0845 0.0 0.0 0.2
C -1.7137 0.2606 -0.2881 -0.3 0.2 -0.5
C 1.5238 0.9191 -0.1772 0.2 0.8 -0.5
N 1.7076 1.8881 -0.7809 -0.2 -0.9 0.6
H -1.8180 1.5169 -0.4361 0.1 0.2 0.1
H 1.1030 -0.0946 1.6123 0.1 0.0 -0.1
```
Forces are in eV/Å.

Summary:
Energy relative to the best compared isomer or geometry (same formula, charge and spin) = 593.33 kJ/mol
HOMO level = -0.3441 hartree
Charge = 0
Spin multiplicity = 1


(5)
The following is a quantum chemistry calculation of one molecule with the formula C4H6N2O, from the OMol25 dataset.

```
13
Properties=species:S:1:pos:R:3:forces:R:3
H -0.6632 2.0148 -1.5454 0.1 -0.1 0.1
C 0.8533 1.5593 -0.0231 0.0 0.0 0.0
H 1.4433 2.4528 0.1245 -0.1 -0.1 0.0
H -2.4592 -0.3332 -1.0227 0.1 -0.1 -0.1
H -0.1248 -2.5202 0.2313 0.1 0.0 0.1
N 1.1202 0.4109 0.6770 0.0 -0.1 0.0
C 0.2258 -0.5688 0.3288 -0.1 0.2 -0.1
N 0.3195 -1.8680 0.8693 -0.2 0.0 0.0
O -1.6152 -0.7511 -1.2314 -0.2 0.1 0.0
H 1.8979 0.2555 1.2963 -0.1 0.0 -0.1
H -0.1670 -1.9390 1.7588 0.1 0.0 -0.1
C -0.6147 -0.0302 -0.6141 0.3 0.0 0.2
C -0.2158 1.3170 -0.8492 0.0 0.0 0.0
```
Forces are in eV/Å.

Summary:
Energy relative to the best compared isomer or geometry (same formula, charge and spin) = 93.14 kJ/mol
SMILES = Nc1[nH]ccc1O
HOMO level = -0.2824 hartree
Charge = 0
Spin multiplicity = 1


(6)
The following is a quantum chemistry calculation of one molecule with the formula C4H6N2O, from the OMol25 dataset.

```
13
Properties=species:S:1:pos:R:3:forces:R:3
H -1.7311 2.8250 -0.6698 0.1 -0.2 0.0
H -1.2662 -1.3326 -0.9142 0.0 0.2 0.0
H 0.6287 2.2515 0.1669 -0.1 -0.1 0.0
N -1.9326 0.7242 -0.9538 0.1 0.2 0.1
C 1.3438 -1.6107 0.6497 -0.3 -0.1 4.3
N -0.0532 1.5832 -0.1571 0.0 -0.1 0.0
C -1.0341 -0.2961 -0.7150 0.1 -0.2 0.1
C 0.1246 0.2252 -0.2172 -0.2 0.0 0.1
H 0.4692 -2.2188 0.8333 -0.7 -0.8 -3.3
H 2.3704 -1.9374 0.5496 -0.5 -0.8 -0.4
H 1.1012 -1.7563 1.8405 2.0 1.9 -0.8
O 1.3002 -0.2824 0.2030 -0.3 0.0 0.0
C -1.3209 1.8251 -0.6158 -0.1 0.0 -0.1
```
Forces are in eV/Å.

Summary:
Energy relative to the best compared isomer or geometry (same formula, charge and spin) = 276.78 kJ/mol
SMILES = COc1cnc[nH]1
HOMO level = -0.3012 hartree
Charge = 0
Spin multiplicity = 1